DFT (ωB97M-V/def2-TZVPD) results for C49H45N5O6P2PtS as an isolated structure at a distorted geometry.

Its HOMO energy (spin up / spin down) is -10.2 / -10.2 eV. Its expectation value of S² is 0.75. Its total charge is +1. As for the multiplicity: 2.

Atoms and positions in Å:
Pt -0.6306 -1.0129 0.2526
C -2.5740 1.4819 -0.9090
N -2.2785 2.4390 0.1351
C -1.5291 2.0503 1.3076
P -1.7030 0.2851 1.7793
C -3.4741 -0.0129 1.9672
C -4.1899 0.9217 2.7209
C -5.5532 0.7716 2.8929
C -6.2106 -0.3126 2.3212
C -5.5013 -1.2422 1.5773
C -4.1330 -1.0937 1.3936
C -1.0636 0.2148 3.4675
C 0.0069 1.0074 3.8770
C 0.4672 0.9196 5.1802
C -0.1242 0.0363 6.0721
C -1.1762 -0.7697 5.6599
C -1.6451 -0.6846 4.3596
C -2.4923 3.8099 -0.0801
C -3.5415 4.2545 -0.8905
C -3.7415 5.6095 -1.0931
C -2.9202 6.5488 -0.4872
C -1.8879 6.1128 0.3271
C -1.6657 4.7592 0.5288
P -1.0754 0.5242 -1.4164
C 0.0954 1.8254 -1.8541
C -0.0835 2.5156 -3.0535
C 0.7392 3.5877 -3.3620
C 1.7289 3.9822 -2.4712
C 1.8996 3.3007 -1.2734
C 1.0882 2.2202 -0.9654
C -1.5394 -0.2986 -2.9578
C -2.8740 -0.5448 -3.2778
C -3.1959 -1.1925 -4.4595
C -2.1935 -1.6061 -5.3244
C -0.8637 -1.3652 -5.0104
C -0.5384 -0.7133 -3.8325
H -2.9100 2.0129 -1.7975
H -3.3634 0.7721 -0.6274
H -1.8614 2.6398 2.1659
H -0.4422 2.2027 1.2159
H -3.6834 1.7603 3.1839
H -6.1037 1.4985 3.4748
H -7.2772 -0.4292 2.4589
H -6.0097 -2.0871 1.1324
H -3.5898 -1.8205 0.8022
H 0.5243 1.6550 3.1810
H 1.3063 1.5274 5.4895
H 0.2436 -0.0314 7.0873
H -1.6337 -1.4666 6.3494
H -2.4664 -1.3166 4.0441
H -4.2282 3.5500 -1.3407
H -4.5630 5.9319 -1.7197
H -3.0868 7.6054 -0.6447
H -1.2330 6.8299 0.8047
H -0.8279 4.4497 1.1382
H -0.8564 2.2153 -3.7514
H 0.6027 4.1181 -4.2949
H 2.3640 4.8253 -2.7103
H 2.6669 3.6047 -0.5726
H 1.2617 1.6741 -0.0494
H -3.6714 -0.2557 -2.6060
H -4.2333 -1.3831 -4.6991
H -2.4500 -2.1175 -6.2425
H -0.0776 -1.6813 -5.6836
H 0.4941 -0.5009 -3.6074
C 7.0215 -2.4937 -1.2984
C 5.8983 -1.9289 -0.4760
C 5.5641 -0.5788 -0.5647
C 4.5263 -0.0460 0.1836
C 3.8166 -0.8697 1.0405
C 4.1332 -2.2144 1.1516
C 5.1653 -2.7376 0.3895
S 2.5752 -0.1839 2.0982
O 2.9797 -0.4742 3.4493
O 2.3891 1.1942 1.7223
N 1.1767 -0.9365 1.7853
C 0.7634 -2.0894 2.3695
C 1.3126 -2.8570 3.4107
C 0.6521 -4.0084 3.7781
C -0.5321 -4.4036 3.1462
C -1.0298 -3.6025 2.1500
N -0.3998 -2.4771 1.7969
H 6.7069 -2.6420 -2.3333
H 7.3523 -3.4555 -0.9093
H 7.8764 -1.8176 -1.3106
H 6.1351 0.0685 -1.2204
H 4.2675 1.0028 0.1190
H 3.5959 -2.8493 1.8444
H 5.4208 -3.7860 0.4854
H 2.2154 -2.5283 3.8993
H 1.0598 -4.6187 4.5737
H -1.0482 -5.3091 3.4273
H -1.9439 -3.8298 1.6162
O -1.9040 -3.9559 -2.1085
N -1.5052 -3.0953 -1.3727
O -2.3072 -2.2544 -0.8272
O -0.2848 -2.9451 -1.0745
O 1.6424 -0.7729 -1.1157
N 2.3794 -1.2943 -2.0558
C 2.9593 -0.4613 -2.9516
C 3.7473 -0.9519 -3.9646
C 3.9693 -2.3177 -4.0641
C 3.3861 -3.1508 -3.1218
C 2.5983 -2.6232 -2.1238
H 2.7354 0.5840 -2.7953
H 4.1850 -0.2557 -4.6659
H 4.5869 -2.7213 -4.8539
H 3.5341 -4.2209 -3.1478
H 2.1066 -3.2036 -1.3637

Cartesian forces, eV/Å:
-0.6456 -0.6973 0.6376
0.0614 -0.0660 0.0270
-0.0908 -0.3306 0.0974
0.0968 -0.0935 -0.0176
0.0917 0.2673 -0.0955
-0.0006 0.0991 -0.1515
0.0500 -0.0113 -0.0225
-0.0441 -0.0210 0.0063
0.0329 0.0079 -0.0063
-0.0516 -0.0056 0.0075
0.1149 -0.1104 -0.0115
0.0581 -0.1080 -0.1364
-0.0067 0.0605 -0.0154
-0.0064 0.0114 0.0084
-0.0048 -0.0031 -0.0225
0.0085 -0.0180 0.0155
-0.0701 -0.0208 -0.0071
0.0919 0.2479 -0.0600
0.0494 -0.0188 0.0626
-0.0111 0.0050 -0.0116
0.0085 0.0153 0.0053
-0.0073 0.0386 -0.0050
-0.0702 -0.1011 -0.0763
0.0813 0.0613 0.0508
-0.0474 0.0119 0.0357
-0.0419 -0.0263 -0.0083
0.0042 0.0188 0.0091
-0.0132 0.0043 0.0094
0.0304 0.0329 0.0047
0.0136 -0.0763 0.0006
-0.0070 -0.0057 0.0428
-0.0261 -0.0129 0.0630
-0.0148 -0.0083 -0.0055
0.0042 -0.0024 0.0094
-0.0104 -0.0021 -0.0174
-0.0149 0.0197 -0.0317
0.0106 0.0473 -0.0003
0.0538 0.0549 0.0012
-0.0132 0.0301 -0.0094
-0.0545 0.0236 0.0182
-0.0100 0.0012 -0.0026
-0.0044 -0.0042 -0.0005
-0.0029 -0.0021 -0.0008
-0.0050 -0.0014 0.0027
-0.0324 0.0719 0.0370
-0.0682 0.0254 0.0223
0.0045 -0.0084 -0.0098
-0.0028 -0.0019 0.0036
0.0009 -0.0025 0.0026
-0.0187 0.0184 0.0018
0.0040 -0.0300 0.0045
0.0008 0.0020 -0.0016
0.0009 0.0006 0.0010
-0.0028 0.0036 0.0010
0.0071 -0.0092 0.0165
0.0059 -0.0026 0.0028
-0.0035 0.0019 -0.0003
0.0039 -0.0069 -0.0036
0.0016 -0.0096 -0.0054
0.0251 -0.0611 0.0252
0.0154 0.0004 0.0051
0.0009 0.0031 -0.0002
0.0027 -0.0005 -0.0003
-0.0015 -0.0015 0.0035
0.1198 -0.0024 0.0663
0.0314 -0.0093 0.0006
-0.0425 0.0392 -0.0030
-0.0035 -0.0325 -0.0279
-0.0364 0.0545 -0.0261
-0.0734 0.0273 0.0016
0.0237 -0.0540 0.0137
-0.0196 0.0177 0.0155
-0.1494 -0.1420 0.1379
0.0440 0.0168 0.0129
0.0171 0.0667 -0.1236
0.3032 0.0271 -0.2532
-0.0442 0.0437 0.0203
-0.0982 -0.1501 0.0306
0.0951 0.1169 -0.0157
-0.0780 -0.0009 -0.0420
-0.0706 0.0065 0.0534
0.3292 0.3640 -0.2467
-0.0109 -0.0018 -0.0218
0.0019 -0.0015 -0.0030
-0.0006 -0.0046 -0.0026
-0.0039 -0.0006 -0.0045
0.0039 -0.0094 -0.0031
-0.0121 -0.0134 0.0009
-0.0020 -0.0045 -0.0048
0.0017 -0.0165 0.0162
0.0056 0.0053 0.0118
-0.0050 0.0017 -0.0064
0.0041 -0.0128 -0.0188
0.0958 0.1388 0.1360
-0.0554 -0.0942 -0.0615
0.0284 -0.0905 0.0148
0.0185 0.3635 -0.1235
0.0609 -0.1949 -0.2425
0.0539 0.2492 0.1686
-0.0745 -0.0267 0.0207
0.0722 -0.0501 -0.0570
0.0046 -0.0354 0.0406
0.0999 0.0004 -0.1153
-0.0940 0.1364 0.0558
-0.0020 0.0075 0.0244
0.0050 -0.0028 -0.0024
-0.0051 -0.0057 -0.0011
0.0018 -0.0047 -0.0093
-0.0715 -0.0266 0.0683


DFT (ωB97M-V/def2-TZVPD) results for C42H65MgN3O5P as an isolated structure at a distorted geometry.

Its HOMO energy is -4.7 eV. Its total charge is -1.

Atoms and positions in Å:
Mg -0.9820 0.2078 0.2193
C 1.6786 -2.0011 1.6008
N 0.4644 -2.0493 0.7957
C -0.4714 -3.0041 1.3797
C 0.7422 -2.4000 -0.5913
C 1.5287 -1.3117 -1.2988
N 0.8432 -0.0033 -1.2441
C 0.2571 0.3443 -2.5701
C -0.6464 -0.7270 -3.1268
C -0.3932 -1.3040 -4.3580
C -1.2349 -2.2679 -4.9051
C -2.3637 -2.6103 -4.1595
C -2.6696 -2.0536 -2.9174
C -1.7735 -1.1108 -2.3556
O -1.9386 -0.6089 -1.1618
C -3.9592 -2.4200 -2.1699
C -4.8307 -3.4021 -2.9525
C -4.7811 -1.1384 -1.9361
C -3.6180 -3.0662 -0.8150
C -0.9220 -2.8745 -6.2748
C -0.7796 -1.7517 -7.3172
C -2.0265 -3.8160 -6.7593
C 0.3895 -3.6689 -6.2046
C 1.8180 1.0351 -0.8095
C 1.3685 2.4573 -0.9885
C 2.1417 3.3005 -1.7663
C 1.8471 4.6518 -1.8931
C 0.7309 5.1020 -1.1985
C -0.1002 4.2937 -0.4153
C 0.2190 2.9116 -0.2933
O -0.4564 2.0387 0.4349
C -1.2687 4.9661 0.3271
C -0.8412 5.2044 1.7825
C -2.5451 4.1170 0.2741
C -1.6327 6.3352 -0.2637
C 2.7174 5.5546 -2.7666
C 2.6530 5.0687 -4.2234
C 4.1745 5.5079 -2.2827
C 2.2595 7.0140 -2.7334
H 2.2604 -2.9342 1.5115
H 1.4091 -1.8639 2.6490
H 2.3143 -1.1626 1.3134
H -0.0179 -4.0043 1.4853
H -1.3584 -3.0843 0.7478
H -0.7911 -2.6497 2.3617
H -0.2153 -2.5284 -1.0987
H 1.3051 -3.3474 -0.6714
H 1.6791 -1.6280 -2.3338
H 2.5163 -1.2188 -0.8451
H 1.0592 0.5613 -3.2872
H -0.3286 1.2567 -2.4286
H 0.4874 -0.9784 -4.9080
H -3.0407 -3.3520 -4.5631
H -5.1253 -2.9974 -3.9262
H -5.7422 -3.5981 -2.3809
H -4.3234 -4.3598 -3.1092
H -4.9832 -0.6450 -2.8921
H -4.2344 -0.4446 -1.2996
H -5.7378 -1.3803 -1.4604
H -3.0125 -3.9665 -0.9687
H -4.5343 -3.3537 -0.2872
H -3.0601 -2.3666 -0.1934
H -1.6854 -1.1401 -7.3323
H -0.6251 -2.1714 -8.3176
H 0.0640 -1.0970 -7.0880
H -2.9902 -3.3025 -6.8083
H -2.1258 -4.6891 -6.1089
H -1.7832 -4.1730 -7.7644
H 1.2195 -3.0309 -5.8903
H 0.6336 -4.0968 -7.1841
H 0.2984 -4.4863 -5.4843
H 2.7575 0.9142 -1.3623
H 2.0222 0.8581 0.2543
H 3.0065 2.8778 -2.2738
H 0.4896 6.1532 -1.2669
H -0.6286 4.2638 2.2879
H -1.6303 5.7214 2.3405
H 0.0658 5.8153 1.8126
H -2.3759 3.1014 0.6094
H -2.9188 4.0708 -0.7552
H -3.3218 4.5710 0.9002
H -0.8633 7.0899 -0.0795
H -2.5520 6.6839 0.2127
H -1.8118 6.2711 -1.3407
H 3.0200 4.0430 -4.3121
H 3.2592 5.7102 -4.8728
H 1.6203 5.0875 -4.5804
H 4.5748 4.4920 -2.3159
H 4.2410 5.8635 -1.2507
H 4.8069 6.1458 -2.9103
H 1.2410 7.1230 -3.1159
H 2.9220 7.6174 -3.3600
H 2.2957 7.4180 -1.7176
C 0.4844 -0.3733 4.7724
P 0.4728 0.5631 3.1770
C -0.6541 1.9066 3.7531
C 2.0920 1.4312 3.2876
C 3.2411 0.8458 3.8219
C 4.4762 1.4784 3.7235
C 4.5898 2.6999 3.0732
C 3.4588 3.2848 2.5133
C 2.2267 2.6535 2.6144
H 1.1750 -1.2207 4.7488
H -0.5245 -0.7644 4.9221
H 0.7479 0.2806 5.6078
H -0.1360 2.5876 4.4295
H -1.4957 1.4465 4.2688
H -1.0473 2.4473 2.8957
H 3.1784 -0.1172 4.3169
H 5.3584 1.0076 4.1413
H 5.5539 3.1873 2.9942
H 3.5361 4.2213 1.9703
H 1.3561 3.0953 2.1375
O -1.7461 -0.7284 1.8232
N -2.7054 0.1349 1.9173
O -3.3891 0.2067 2.9426
O -2.8901 0.8737 0.9119

Cartesian forces, eV/Å:
1.0366 -0.1478 -0.3993
-0.0581 -0.0371 -0.0637
0.0582 -0.1542 -0.0240
0.0179 -0.1269 0.0650
-0.0076 0.0897 0.0054
-0.2325 0.0629 0.1260
0.2946 0.1430 -0.2361
-0.1684 -0.2053 0.2737
0.0963 0.0147 0.1771
0.0016 0.0123 -0.0212
-0.1417 -0.0080 -0.0058
0.0340 0.0059 0.0045
-0.0883 -0.1111 -0.0581
0.1643 0.0903 0.0780
-0.4817 -0.4741 -0.9996
0.1152 0.1031 0.1040
-0.0079 -0.0365 -0.0420
0.0428 -0.0361 -0.0218
-0.0189 0.0322 -0.0620
-0.0040 0.0610 -0.0006
-0.0175 -0.0248 0.0329
0.0184 -0.0075 -0.0085
0.0052 -0.0149 -0.0396
-0.2978 -0.0131 -0.0312
0.0963 -0.0363 0.0269
-0.0171 -0.0432 0.0251
-0.0299 0.0305 0.0395
0.0028 -0.0209 -0.0085
-0.0305 0.1200 -0.0445
-0.0103 -0.2343 0.1094
0.5097 1.0250 -0.1581
0.0030 -0.1149 0.0150
-0.0141 -0.0810 0.0456
-0.0151 0.0102 -0.0655
0.0293 0.0174 -0.0305
0.0060 -0.0047 -0.0254
0.0107 -0.0076 0.0230
-0.0033 0.0020 0.0050
-0.0158 -0.0110 0.0262
0.0025 -0.0315 -0.0181
0.0443 -0.0824 -0.1455
-0.0117 -0.0376 0.0188
0.0332 -0.0098 -0.0600
0.1647 0.0108 0.1155
0.1016 -0.1414 -0.1313
0.0686 -0.0860 0.0238
-0.0253 -0.0442 0.0524
0.0552 0.0613 -0.0921
0.0375 0.0410 0.0121
0.0518 0.0341 -0.0508
0.0963 0.0459 -0.0140
-0.0060 -0.0057 0.0493
0.0261 0.0792 0.0134
0.0219 -0.0438 0.0630
0.0308 -0.0008 -0.0278
-0.0387 0.0558 -0.0194
-0.0400 -0.0369 0.0478
-0.0248 -0.0022 -0.0105
0.0499 -0.0006 -0.0145
-0.0456 0.0302 0.0244
0.0418 0.0177 -0.0317
-0.0804 -0.0326 -0.0454
0.0503 -0.0156 -0.0322
0.0210 0.0280 0.0623
-0.0519 -0.0228 -0.0184
0.0306 -0.0525 0.0070
-0.0378 0.0577 -0.0130
-0.0082 -0.0098 0.0412
-0.0433 -0.0471 -0.0181
0.0131 0.0316 0.0602
0.0258 0.0387 -0.0205
0.0763 -0.0758 -0.0356
0.0102 -0.0445 -0.0589
-0.0519 0.0142 0.0227
-0.0278 -0.0748 -0.0052
-0.0069 0.0318 -0.0191
0.0404 -0.0415 -0.0358
-0.0356 0.0132 0.0131
-0.0057 0.0013 0.0538
0.0048 -0.0003 0.0759
0.0414 0.0067 -0.0698
-0.0321 -0.0105 -0.0337
0.0123 0.0102 -0.0014
0.0030 0.0158 0.0555
-0.0243 0.0620 -0.0117
-0.0220 -0.0486 0.0299
0.0452 -0.0073 -0.0089
-0.0172 0.0648 0.0065
0.0174 -0.0288 -0.0449
-0.0222 -0.0459 0.0329
0.0525 0.0110 0.0401
-0.0249 -0.0072 0.0112
-0.0265 -0.0067 -0.0640
0.1242 -0.0960 -0.0654
0.2268 0.4485 0.4647
0.0317 -0.0556 -0.1367
0.0240 0.0023 -0.2931
-0.0391 0.0510 0.0220
-0.0211 0.0197 -0.0559
-0.0756 -0.0210 0.0180
-0.0372 -0.0517 -0.0284
-0.0147 -0.0351 0.0346
-0.0613 0.0664 0.0323
0.0455 -0.0006 -0.0194
-0.0150 -0.0597 0.0038
-0.0404 0.0367 0.0149
-0.0528 -0.0320 -0.0044
0.0097 0.0045 -0.0059
0.0044 0.0342 0.0142
-0.0224 -0.0027 0.0300
-0.0073 -0.0083 -0.0114
-0.0140 -0.0476 0.0529
0.0780 -0.0053 0.0419
-1.2791 0.9895 0.5320
-0.9582 -0.2091 0.5900
0.6787 -0.0900 -1.0343
-0.0273 -0.4751 1.1869


no.,E_tot (eV)
1,-103929.657
2,-74055.207